[1]
The following is a DFT calculation (ωB97M-V with the def2-TZVPD basis set) of a structure of composition C15H32AlO14S at a distorted geometry.

XYZ file:
```
63
C15H32AlO14S | OMol25 | ωB97M-V with the def2-TZVPD basis set
C 1.60 -2.81 -1.50
Al -0.22 -2.11 -0.98
S -0.30 0.18 -1.11
C -1.76 -2.86 -2.12
C -3.03 -2.87 -1.34
O -3.16 -3.09 -0.20
O -4.16 -2.58 -2.11
H 2.35 -2.37 -0.84
H 1.89 -2.48 -2.50
H 1.70 -3.89 -1.42
H -0.47 -2.49 0.55
H -0.15 0.46 -2.42
H -1.93 -2.20 -2.96
H -1.59 -3.89 -2.43
H -4.61 -1.88 -1.63
C -4.03 0.61 0.02
O -5.20 1.33 -0.39
C -5.00 2.61 -0.67
O -3.96 3.21 -0.60
O -6.18 3.15 -1.04
C -6.10 4.53 -1.37
H -4.34 -0.41 0.22
H -3.28 0.60 -0.77
H -3.62 1.04 0.93
H -5.43 4.69 -2.21
H -5.78 5.12 -0.51
H -7.11 4.84 -1.65
C 1.00 1.73 2.00
O 2.34 1.33 1.69
C 3.26 2.27 1.85
O 3.06 3.40 2.24
O 4.45 1.76 1.53
C 5.53 2.68 1.67
H 0.36 0.87 1.82
H 0.93 2.01 3.05
H 0.69 2.55 1.36
H 5.63 3.00 2.70
H 5.40 3.54 1.01
H 6.43 2.14 1.37
C 5.07 5.06 8.66
O 3.84 5.13 7.93
C 3.88 4.53 6.73
O 4.84 3.96 6.26
O 2.69 4.67 6.16
C 2.58 4.07 4.86
H 4.91 5.58 9.60
H 5.33 4.02 8.86
H 5.87 5.55 8.11
H 2.75 3.00 4.92
H 3.28 4.52 4.17
H 1.57 4.25 4.51
C -2.83 -6.85 -4.64
O -2.19 -7.09 -5.90
C -0.99 -6.52 -6.01
O -0.45 -5.85 -5.17
O -0.49 -6.80 -7.22
C 0.79 -6.24 -7.46
H -3.79 -7.37 -4.68
H -2.24 -7.26 -3.82
H -3.01 -5.79 -4.49
H 1.52 -6.62 -6.75
H 0.75 -5.15 -7.42
H 1.08 -6.54 -8.47
```

Summary:
- Spin multiplicity: 1
- DFT total energy: -2284.8714 Ha
- Net charge: -1

Here are the natural (NBO) charges for atoms 1 to 4, given in e:
1. C -1.23
2. Al 1.30
3. S -0.73
4. C -1.06

***

[2]
The following is a DFT calculation (ωB97M-V with the def2-TZVPD basis set) of a structure of composition C15H32BiN7O6P at a distorted geometry.

XYZ file:
```
62
C15H32BiN7O6P | OMol25 | ωB97M-V with the def2-TZVPD basis set
O -0.23 -0.80 -4.54
H -0.59 -1.71 -4.55
Bi 0.20 0.44 -1.37
N 0.96 -1.91 -2.16
N -1.32 -1.86 -1.08
N -0.10 2.78 -1.11
N -1.94 1.32 -0.11
O 2.22 -1.88 -2.31
O 0.65 3.60 -1.96
O -2.86 0.51 0.51
O -2.35 -1.84 -0.29
C -0.93 -3.10 -1.51
C 0.36 -3.14 -2.11
C -0.98 3.43 -0.35
C -1.99 2.61 0.27
C 1.10 -4.37 -2.51
H 1.38 -4.34 -3.58
H 0.52 -5.29 -2.37
H 2.02 -4.48 -1.92
C -1.78 -4.29 -1.24
H -2.71 -4.30 -1.84
H -2.08 -4.34 -0.19
H -1.24 -5.21 -1.48
C -0.87 4.89 -0.11
C -2.88 3.21 1.28
H -0.21 5.35 -0.85
H -0.44 5.05 0.90
H -1.86 5.35 -0.14
H -3.66 2.54 1.64
H -3.35 4.13 0.90
H -2.28 3.53 2.15
H 1.08 2.88 -2.52
H -2.65 -0.45 0.13
C -1.97 0.11 -3.95
H -2.21 0.42 -4.97
H -1.95 0.81 -3.04
H -2.39 -0.84 -3.63
O 1.34 1.31 -2.99
H 0.76 -0.96 -4.48
H 0.79 1.25 -3.81
C 3.19 -0.14 3.24
N 2.50 1.14 2.97
C 1.32 1.26 3.87
N 0.39 0.12 3.71
C 1.13 -1.15 3.97
N 2.29 -1.29 3.08
C 1.89 -1.51 1.68
P 0.97 -0.02 1.03
C 2.16 1.32 1.58
C -0.28 0.11 2.43
H 3.56 -0.13 4.27
H 4.02 -0.24 2.53
H 0.78 2.19 3.63
H 1.67 1.29 4.91
H 0.44 -1.99 3.81
H 1.48 -1.13 5.01
H 2.77 -1.69 1.03
H 1.25 -2.40 1.58
H 1.70 2.30 1.38
H 3.06 1.25 0.95
H -0.97 -0.74 2.36
H -0.89 1.01 2.29
```

Summary:
- Spin multiplicity: 1
- ΔE to the lowest compared entry with this formula, charge and spin: 25.52 kJ/mol
- Net charge: +1

Here are the natural (NBO) charges for atoms 1 to 4, given in e:
1. O -0.91
2. H 0.49
3. Bi 1.81
4. N -0.12

***

[3]
The following is a DFT calculation (ωB97M-V with the def2-TZVPD basis set) of a structure of composition C15H32Br4N3O6V at a distorted geometry.

XYZ file:
```
61
C15H32Br4N3O6V | OMol25 | ωB97M-V with the def2-TZVPD basis set
O -1.08 -1.01 -4.71
V -1.65 -0.77 -3.22
C 0.18 -1.12 0.51
C -0.48 -1.03 -0.90
O 0.13 -1.28 -2.02
O -1.70 -0.86 -0.95
H 0.97 -1.85 0.34
H -0.34 -1.75 1.23
H 0.60 -0.16 0.83
C -5.73 0.94 2.33
O -5.32 0.03 3.03
N -5.18 1.39 1.16
C -5.53 2.78 0.90
C -4.02 0.73 0.50
H -6.67 1.45 2.55
H -4.71 3.47 0.77
H -6.22 3.25 1.61
H -6.05 2.85 -0.06
H -3.23 1.47 0.50
H -3.63 -0.01 1.20
H -4.03 0.26 -0.49
C 3.73 -2.04 1.51
O 4.34 -1.39 2.37
N 4.44 -2.47 0.47
C 3.81 -3.29 -0.60
C 5.88 -2.27 0.32
H 2.71 -2.45 1.55
H 4.43 -3.38 -1.49
H 2.82 -2.89 -0.81
H 3.68 -4.34 -0.32
H 6.22 -3.04 -0.36
H 6.07 -1.23 0.08
H 6.46 -2.44 1.23
C 1.26 4.49 -0.62
O 1.18 5.44 -1.45
N 0.33 4.16 0.24
C 0.50 2.89 1.10
C -1.01 4.89 0.38
H 2.11 3.79 -0.50
H -0.08 2.03 0.77
H 0.17 3.09 2.12
H 1.55 2.62 1.20
H -1.45 4.58 1.33
H -0.78 5.95 0.26
H -1.54 4.35 -0.40
Br -0.23 -4.60 -0.52
C -1.53 -4.39 1.02
C -2.82 -3.82 0.38
Br -4.34 -4.43 1.58
H -0.98 -3.75 1.71
H -1.60 -5.39 1.44
H -3.11 -4.20 -0.59
H -2.81 -2.74 0.22
Br 3.17 1.23 -4.60
C 2.63 0.56 -2.89
C 3.14 1.26 -1.62
Br 5.13 0.82 -1.35
H 3.05 -0.45 -2.84
H 1.55 0.66 -2.93
H 2.57 1.06 -0.71
H 3.07 2.34 -1.80
```

Summary:
- Spin multiplicity: 3
- DFT total energy: -12445.6728 Ha
- Net charge: +2

Here are the natural (NBO) charges for atoms 1 to 4, given in e:
1. O -0.32
2. V 1.86
3. C -0.73
4. C 0.82

***

[4]
The following is a DFT calculation (ωB97M-V with the def2-TZVPD basis set) of a structure of composition C15H32GeN2O3Pd.

XYZ file:
```
54
C15H32GeN2O3Pd | OMol25 | ωB97M-V with the def2-TZVPD basis set
Pd 0.05 -0.63 1.47
C 1.25 -0.84 -3.14
O 1.28 0.34 -2.38
C 1.12 1.48 -3.15
C 1.08 2.72 -2.27
O 0.08 2.77 -1.29
C -1.21 3.17 -1.66
C -2.02 2.14 -2.44
O -1.95 0.92 -1.77
C -2.42 -0.16 -2.51
H 2.12 -0.89 -3.82
H 1.27 -1.68 -2.45
H 0.34 -0.90 -3.75
H 1.98 1.61 -3.85
H 0.22 1.39 -3.78
H 2.02 2.76 -1.72
H 1.02 3.60 -2.94
H -1.72 3.37 -0.72
H -1.18 4.10 -2.26
H -3.06 2.51 -2.50
H -1.66 2.05 -3.47
H -3.51 -0.12 -2.65
H -1.95 -0.19 -3.51
H -2.14 -1.06 -1.97
C 2.26 -4.67 0.17
C 0.99 -3.92 -0.03
C -0.32 -4.32 -0.05
C -1.09 -3.13 -0.17
N -0.29 -2.07 -0.21
N 0.98 -2.57 -0.22
C -2.56 -2.98 -0.01
H 2.07 -5.74 0.14
H 2.70 -4.42 1.14
H 3.00 -4.42 -0.60
H -0.69 -5.33 0.04
H 1.62 -1.89 0.21
H -3.00 -3.91 0.35
H -3.08 -2.69 -0.93
H -2.74 -2.20 0.74
C 3.45 0.76 3.78
Ge 2.02 -0.64 4.08
C 2.95 -2.31 3.45
C 2.24 -0.84 6.10
C 0.23 -0.50 3.47
H 4.33 0.61 4.42
H 3.03 1.75 3.97
H 3.75 0.73 2.73
H 3.73 -2.63 4.15
H 3.39 -2.15 2.47
H 2.19 -3.10 3.37
H 3.29 -1.04 6.36
H 1.62 -1.66 6.46
H 1.92 0.08 6.61
H -0.18 0.44 3.90
```

Summary:
- Spin multiplicity: 1
- DFT total energy: -3130.4671 Ha
- Net charge: -2

Here are the natural (NBO) charges for atoms 1 to 4, given in e:
1. Pd -0.30
2. C -0.25
3. O -0.52
4. C -0.08